Entry a
H5OS2 as an isolated structure, computed with wB97M-V/def2-TZVPD.

Positions of all 8 atoms, in Å:
S (0.73, 0.37, 0.77)
S (1.24, 1.62, -1.81)
O (-2.07, -1.43, 1.20)
H (0.56, 0.92, -0.85)
H (2.05, 0.70, -2.39)
H (-2.94, -1.03, 1.10)
H (-1.41, -0.75, 1.05)
H (1.83, -0.40, 0.94)

Values from the calculation:
- net charge = +1
- spin multiplicity = 1
- orbital gap (eV) = 4.852

Löwdin population analysis, charges in e, atoms 1 to 6: atom 1 (S): 0.8196, atom 2 (S): 0.8387, atom 3 (O): -0.0444, atom 4 (H): -0.3790, atom 5 (H): -0.0907, atom 6 (H): 0.0555


Entry b
A 2-piece molecular cluster, H5OS2 overall, computed with wB97M-V/def2-TZVPD.

Positions of all 8 atoms, in Å:
S (0.16, -0.92, 0.62)
S (-0.91, 0.83, 0.57)
O (1.45, -0.01, -1.89)
H (-0.18, 1.32, -0.39)
H (2.41, 0.00, -2.08)
H (-2.11, 0.76, -0.03)
H (1.03, 0.36, -2.69)
H (-0.31, -1.31, 1.82)

Values from the calculation:
- net charge = +1
- spin multiplicity = 1
- orbital gap (eV) = 10.068

Löwdin population analysis, charges in e, atoms 1 to 6: atom 1 (S): 0.5404, atom 2 (S): 0.7102, atom 3 (O): -0.1170, atom 4 (H): -0.0871, atom 5 (H): 0.0690, atom 6 (H): -0.0378


Stability ranking, top entry: entry b; the second entry is 0.1378 hartree less favorable.


Entry a
A 2-piece molecular cluster, CH2N4O3 overall, computed with wB97M-V/def2-TZVPD.

Positions of all 10 atoms, in Å:
O (0.06, 1.04, -0.92)
O (-1.80, -1.69, 0.46)
O (-2.22, -0.45, -1.29)
N (-1.73, -0.82, -0.30)
N (1.84, -1.93, -1.08)
N (0.66, -0.50, 0.64)
N (-0.19, 0.51, 0.30)
C (1.37, -1.21, -0.31)
H (-0.78, 1.50, -1.09)
H (0.70, -0.48, 1.63)

Values from the calculation:
- spin multiplicity = 1
- orbital gap (spin up / spin down) (eV) = 9.108 / 8.378

Löwdin population analysis, charges in e, atoms 1 to 6: atom 1 (O): -0.0130, atom 2 (O): 0.1172, atom 3 (O): 0.1125, atom 4 (N): -0.3248, atom 5 (N): 0.1661, atom 6 (N): -0.0065


Entry b
One molecule with the formula CH2N4O3, computed with wB97M-V/def2-TZVPD.

Positions of all 10 atoms, in Å:
O (-1.43, 1.42, -0.61)
O (-1.42, -0.37, 0.80)
O (2.66, -0.15, 0.00)
N (1.59, 0.59, 0.25)
N (-0.16, -1.26, -0.59)
N (-1.22, -1.41, -0.16)
N (-0.68, 0.66, 0.40)
C (0.48, -0.02, -0.10)
H (3.50, 0.54, -0.20)
H (-1.54, 2.30, -0.12)

Values from the calculation:
- spin multiplicity = 1
- orbital gap (eV) = 9.570
- SMILES = O/N=c1\nnon1O

Löwdin population analysis, charges in e, atoms 1 to 6: atom 1 (O): -0.0172, atom 2 (O): -0.0683, atom 3 (O): -0.0774, atom 4 (N): 0.0472, atom 5 (N): 0.0910, atom 6 (N): 0.0739


Stability ranking, top entry: entry a; the second entry is 0.0223 hartree less favorable.


Entry a
A 8-piece molecular cluster, H16O8 overall, computed with wB97M-V/def2-TZVPD.

Positions of all 24 atoms, in Å:
O (29.01, 2.77, -6.22)
O (27.23, 5.95, -2.56)
O (23.78, 4.66, -2.50)
O (25.26, 4.01, -7.38)
O (25.46, 4.88, -4.65)
O (24.08, 7.82, -3.26)
O (25.68, 4.95, -0.52)
O (26.45, 1.86, -6.04)
H (24.28, 4.63, -3.32)
H (25.84, 2.60, -5.95)
H (26.29, 1.33, -5.26)
H (25.49, 4.55, -8.14)
H (25.10, 4.64, -6.68)
H (29.39, 1.96, -6.55)
H (27.36, 6.86, -2.31)
H (25.96, 5.33, -1.36)
H (26.12, 4.55, -5.25)
H (23.40, 7.83, -2.59)
H (22.87, 4.50, -2.77)
H (24.80, 7.32, -2.87)
H (25.96, 5.27, -3.93)
H (24.79, 4.64, -0.69)
H (28.07, 2.58, -6.16)
H (28.11, 5.59, -2.59)

Values from the calculation:
- net charge = -1
- spin multiplicity = 2
- <S²> = 0.75
- orbital gap (spin up / spin down) (eV) = 2.686 / 10.196

Löwdin population analysis, charges in e, atoms 1 to 6: atom 1 (O): -0.1116, atom 2 (O): -0.2283, atom 3 (O): -0.0818, atom 4 (O): -0.0707, atom 5 (O): -0.1063, atom 6 (O): -0.1146


Entry b
A 8-piece molecular cluster, H16O8 overall, computed with wB97M-V/def2-TZVPD.

Positions of all 24 atoms, in Å:
O (-2.69, -17.48, -16.68)
O (-1.30, -16.05, -14.44)
O (-3.50, -11.26, -17.41)
O (-0.76, -10.54, -16.61)
O (-5.27, -16.43, -16.91)
O (-1.27, -11.96, -14.20)
O (-4.26, -15.39, -13.10)
O (-2.39, -14.07, -16.28)
H (-0.39, -16.34, -14.37)
H (-1.47, -10.83, -17.19)
H (-4.30, -10.79, -17.18)
H (-1.96, -11.74, -13.57)
H (-1.37, -15.31, -13.84)
H (-0.99, -10.90, -15.75)
H (-1.66, -13.56, -15.94)
H (-3.93, -16.15, -12.64)
H (-3.59, -12.10, -16.95)
H (-1.97, -17.17, -16.13)
H (-5.34, -16.90, -16.08)
H (-2.65, -18.44, -16.61)
H (-4.33, -16.29, -17.02)
H (-3.57, -15.16, -13.72)
H (-2.14, -14.98, -16.11)
H (-0.45, -11.73, -13.75)

Values from the calculation:
- net charge = -1
- spin multiplicity = 2
- <S²> = 0.75
- orbital gap (spin up / spin down) (eV) = 3.139 / 10.954

Löwdin population analysis, charges in e, atoms 1 to 6: atom 1 (O): -0.0981, atom 2 (O): -0.2427, atom 3 (O): -0.0566, atom 4 (O): -0.1002, atom 5 (O): -0.0922, atom 6 (O): -0.1350


Stability ranking, top entry: entry b; the second entry is 0.0159 hartree less favorable.


Entry a
A 11-piece molecular cluster, C19H60O11 overall, computed with wB97M-V/def2-TZVPD.

Positions of all 90 atoms, in Å:
O (3.05, 2.23, 0.76)
O (5.05, 0.37, 1.56)
O (-3.01, -1.47, -0.47)
O (-2.22, 1.02, 0.98)
O (2.04, -2.36, 0.18)
O (-4.16, 1.14, -2.97)
O (-3.32, 2.74, -0.89)
O (0.54, 1.13, -0.10)
O (-0.46, -2.82, -0.70)
O (2.46, -0.83, 2.68)
O (2.43, -3.06, -2.73)
C (2.25, 0.50, 4.73)
C (-3.41, 0.14, -5.03)
C (0.39, 1.23, -2.47)
C (5.36, -0.16, 0.26)
C (2.97, -0.61, 4.01)
C (-2.54, 1.15, 2.38)
C (2.70, -3.96, 1.90)
C (-2.57, -0.09, 3.15)
C (-2.58, 3.91, -1.16)
C (2.71, 3.61, 0.98)
C (-2.67, 4.93, -0.07)
C (-3.55, 1.46, -4.22)
C (1.80, 3.74, 2.25)
C (0.72, 0.38, -1.32)
C (3.09, -3.19, 0.67)
C (-4.06, -2.39, -0.63)
C (3.33, -2.54, -3.68)
C (-0.89, -4.10, -1.10)
C (-5.44, -1.90, 0.02)
H (-0.29, 0.91, 0.27)
H (-2.16, -1.95, -0.53)
H (-5.34, -1.68, 1.13)
H (-3.01, 2.20, -0.15)
H (-3.75, 5.17, 0.08)
H (-4.03, 1.87, -2.26)
H (2.84, 0.69, 5.60)
H (-3.04, -0.61, -4.31)
H (1.55, 4.81, 2.39)
H (6.33, 0.20, -0.10)
H (3.10, -0.39, 2.16)
H (2.24, 1.66, 0.73)
H (-5.79, -0.94, -0.45)
H (-1.27, -4.67, -0.20)
H (2.15, 1.43, 4.25)
H (-1.48, -0.40, 3.26)
H (-2.77, 0.31, 4.20)
H (-2.91, 4.29, -2.13)
H (0.87, 3.18, 2.12)
H (4.25, -2.08, -3.20)
H (2.20, 4.00, 0.14)
H (2.35, 3.41, 3.19)
H (-2.57, 1.93, -4.05)
H (4.64, 0.17, -0.51)
H (-4.31, -2.63, -1.70)
H (-6.27, -2.60, -0.20)
H (1.64, -4.38, 1.81)
H (3.59, 4.11, 1.10)
H (-4.11, 2.25, -4.79)
H (3.28, -3.85, -0.15)
H (-1.76, -4.08, -1.82)
H (3.29, -4.87, 2.08)
H (1.77, 0.05, -1.35)
H (1.29, 0.22, 5.02)
H (1.83, -1.62, 0.80)
H (-2.74, 0.21, -5.86)
H (-0.69, 1.58, -2.31)
H (5.51, -1.25, 0.37)
H (0.35, -2.90, -0.19)
H (2.94, -1.64, 4.58)
H (0.38, 0.66, -3.43)
H (-3.61, 1.51, 2.39)
H (4.09, -0.39, 3.95)
H (-2.09, 5.78, -0.36)
H (3.68, -3.49, -4.11)
H (-2.59, 0.23, 0.59)
H (0.11, -0.52, -1.22)
H (-1.87, 1.93, 2.82)
H (-3.83, -3.40, -0.20)
H (-0.13, -4.73, -1.55)
H (-1.50, 3.67, -1.30)
H (-2.36, 4.49, 0.94)
H (4.02, -2.64, 0.73)
H (2.88, -1.81, -4.35)
H (-3.20, -0.96, 2.99)
H (1.12, 2.02, -2.57)
H (2.01, -2.36, -2.19)
H (4.71, 1.28, 1.42)
H (2.76, -3.46, 2.86)
H (-4.30, -0.13, -5.46)

Values from the calculation:
- spin multiplicity = 1
- orbital gap (eV) = 9.871
- SMILES = CCO.CCO.CCO.CCO.CCO.CCO.CCO.CCO.CO.CO.CO

Löwdin population analysis, charges in e, atoms 1 to 6: atom 1 (O): -0.1249, atom 2 (O): -0.1510, atom 3 (O): -0.0996, atom 4 (O): -0.1109, atom 5 (O): -0.1225, atom 6 (O): -0.1323


Entry b
A 11-piece molecular cluster, C19H60O11 overall, computed with wB97M-V/def2-TZVPD.

Positions of all 90 atoms, in Å:
O (-31.19, -26.48, 11.34)
O (-28.94, -23.03, 12.19)
O (-27.58, -28.61, 8.67)
O (-31.57, -26.86, 15.47)
O (-36.58, -25.92, 10.36)
O (-32.35, -24.19, 15.59)
O (-29.55, -27.69, 13.65)
O (-31.23, -25.71, 8.58)
O (-35.20, -21.39, 12.60)
O (-35.73, -26.25, 13.28)
O (-33.36, -26.83, 7.25)
C (-32.76, -27.65, 15.50)
C (-33.05, -25.30, 12.32)
C (-28.52, -23.42, 10.90)
C (-30.16, -25.28, 7.74)
C (-30.47, -22.80, 16.14)
C (-33.42, -27.48, 16.86)
C (-34.21, -26.66, 8.40)
C (-36.27, -27.57, 13.17)
C (-35.35, -22.72, 12.19)
C (-28.45, -27.76, 9.44)
C (-27.00, -23.55, 10.77)
C (-28.64, -26.74, 14.21)
C (-30.55, -24.10, 6.85)
C (-38.60, -25.92, 9.16)
C (-31.54, -25.29, 12.03)
C (-37.99, -25.81, 10.54)
C (-34.04, -27.86, 9.32)
C (-35.86, -28.42, 14.38)
C (-31.56, -23.11, 15.11)
H (-33.90, -25.76, 8.93)
H (-34.48, -27.67, 10.30)
H (-35.60, -23.38, 13.03)
H (-31.05, -26.29, 10.40)
H (-31.83, -25.01, 15.45)
H (-28.20, -26.73, 9.17)
H (-34.93, -28.94, 14.13)
H (-32.73, -26.98, 17.55)
H (-29.71, -23.90, 6.18)
H (-29.46, -27.95, 9.10)
H (-28.79, -22.55, 10.26)
H (-39.68, -25.92, 9.19)
H (-30.03, -27.24, 12.94)
H (-32.60, -28.73, 15.35)
H (-29.01, -25.72, 14.04)
H (-38.24, -26.88, 8.76)
H (-31.43, -24.33, 6.25)
H (-29.16, -24.20, 10.51)
H (-38.14, -25.17, 8.51)
H (-36.17, -22.92, 11.48)
H (-27.66, -26.73, 13.70)
H (-33.60, -25.01, 11.43)
H (-30.93, -22.27, 16.97)
H (-26.66, -23.33, 9.76)
H (-35.87, -21.16, 13.24)
H (-33.89, -27.14, 6.51)
H (-33.24, -24.63, 13.17)
H (-31.82, -26.22, 8.01)
H (-31.26, -24.43, 11.42)
H (-36.09, -25.82, 11.19)
H (-34.38, -26.96, 16.82)
H (-34.44, -23.02, 11.67)
H (-33.29, -26.28, 12.73)
H (-36.20, -25.78, 13.97)
H (-31.08, -27.01, 14.65)
H (-28.44, -27.00, 15.24)
H (-38.29, -24.88, 11.03)
H (-33.67, -28.44, 17.32)
H (-29.28, -25.06, 8.34)
H (-29.97, -23.68, 16.53)
H (-28.43, -27.95, 10.52)
H (-37.37, -27.51, 13.17)
H (-32.98, -28.05, 9.47)
H (-36.03, -27.93, 12.17)
H (-33.38, -27.29, 14.67)
H (-32.13, -22.21, 14.86)
H (-38.31, -26.62, 11.21)
H (-31.05, -23.35, 14.17)
H (-26.73, -28.59, 9.11)
H (-35.63, -27.74, 15.20)
H (-36.60, -29.15, 14.67)
H (-35.22, -26.35, 8.11)
H (-29.70, -22.15, 15.70)
H (-29.94, -26.10, 7.05)
H (-26.50, -22.85, 11.44)
H (-30.98, -25.16, 12.96)
H (-28.59, -22.19, 12.46)
H (-34.53, -28.73, 8.89)
H (-30.68, -23.16, 7.38)
H (-26.62, -24.55, 10.98)

Values from the calculation:
- spin multiplicity = 1
- orbital gap (eV) = 9.987
- SMILES = CCO.CCO.CCO.CCO.CCO.CCO.CCO.CCO.CO.CO.CO

Löwdin population analysis, charges in e, atoms 1 to 6: atom 1 (O): -0.0924, atom 2 (O): -0.0901, atom 3 (O): -0.1218, atom 4 (O): -0.1069, atom 5 (O): -0.1050, atom 6 (O): -0.0963


Stability ranking, top entry: entry b; the second entry is 0.0062 hartree less favorable.


Entry a
One molecule with the formula C17H26O2, computed with wB97M-V/def2-TZVPD.

Positions of all 45 atoms, in Å:
O (1.59, -1.48, -3.28)
O (-1.48, -4.17, -0.26)
C (2.36, -1.44, 2.48)
C (1.03, 0.63, 1.66)
C (0.02, -2.57, 0.51)
C (0.22, -3.01, -1.84)
C (1.09, -1.98, -2.04)
C (0.99, -1.55, 0.36)
C (1.51, 1.39, 2.88)
C (-1.12, 2.00, 1.33)
C (-1.43, 3.84, -0.39)
C (-0.41, -3.33, -0.56)
C (0.12, 1.38, 0.76)
C (-0.97, 4.93, 0.62)
C (-2.05, 2.63, 0.33)
C (-1.93, -5.05, -1.28)
C (1.54, -1.29, -0.93)
C (0.71, -0.75, -4.12)
C (1.42, -0.70, 1.41)
H (-1.68, 1.26, 1.67)
H (-1.29, -5.02, -2.19)
H (-2.23, 1.87, -0.42)
H (2.78, -2.39, 2.12)
H (-0.11, 0.87, -0.24)
H (0.80, 2.17, 0.38)
H (1.28, -0.39, -5.07)
H (-0.13, 4.58, 1.31)
H (2.02, 2.30, 2.65)
H (0.60, 1.60, 3.46)
H (-2.19, 4.24, -1.08)
H (-0.17, -1.37, -4.47)
H (1.69, -1.68, 3.25)
H (-1.91, 5.30, 1.10)
H (-0.85, 2.48, 2.31)
H (-1.88, -6.06, -0.88)
H (3.23, -0.79, 2.71)
H (-0.70, 5.74, -0.03)
H (2.16, 0.78, 3.50)
H (-0.17, -3.48, -2.76)
H (2.22, -0.50, -1.02)
H (-3.03, 3.02, 0.84)
H (-0.56, 3.41, -0.97)
H (-0.54, -2.83, 1.47)
H (-2.91, -4.78, -1.63)
H (0.38, 0.17, -3.67)

Values from the calculation:
- spin multiplicity = 1
- orbital gap (eV) = 9.023
- SMILES = CCCCC/C(C)=C(/C)c1cc(OC)cc(OC)c1

Löwdin population analysis, charges in e, atoms 1 to 6: atom 1 (O): -0.1266, atom 2 (O): -0.0890, atom 3 (C): -0.0280, atom 4 (C): -0.2160, atom 5 (C): 0.0407, atom 6 (C): 0.0495


Entry b
One molecule with the formula C17H26O2, computed with wB97M-V/def2-TZVPD.

Positions of all 45 atoms, in Å:
O (2.09, -2.17, -0.24)
O (0.24, -2.69, 0.96)
C (-1.31, -3.24, 2.74)
C (-2.37, 1.80, 1.41)
C (2.87, 1.26, -2.80)
C (-2.33, -3.77, 1.73)
C (1.00, -1.86, 0.25)
C (-1.19, -0.86, 1.85)
C (-1.02, 1.43, 0.80)
C (-0.40, 2.32, -0.03)
C (2.49, 2.73, -2.46)
C (1.10, 2.89, -1.86)
C (1.41, 0.57, -0.72)
C (-0.75, -0.81, -1.27)
C (0.35, -0.48, -0.17)
C (-0.30, 0.15, 1.11)
C (-0.37, -2.13, 2.13)
C (1.81, 0.31, -2.20)
C (1.00, 2.09, -0.53)
H (-2.07, -1.09, 1.24)
H (-2.30, 1.89, 2.49)
H (-3.15, -3.07, 1.51)
H (2.26, 0.45, -0.05)
H (2.60, 3.35, -3.35)
H (1.65, 2.52, 0.21)
H (-0.69, -4.08, 3.07)
H (-0.32, -1.42, -2.03)
H (-1.10, 0.13, -1.73)
H (3.24, 3.13, -1.72)
H (-1.60, -0.42, 2.78)
H (-2.69, 2.75, 1.03)
H (2.87, 1.11, -3.87)
H (-3.11, 1.02, 1.16)
H (2.18, -0.70, -2.26)
H (3.83, 1.06, -2.34)
H (-0.92, 3.25, -0.30)
H (0.41, -1.85, 2.86)
H (-1.79, -2.84, 3.63)
H (-1.88, -4.08, 0.78)
H (0.53, 0.44, 1.80)
H (-2.83, -4.61, 2.18)
H (0.91, 0.37, -2.82)
H (0.28, 2.55, -2.51)
H (-1.57, -1.37, -0.89)
H (0.93, 3.97, -1.60)

Values from the calculation:
- spin multiplicity = 1
- orbital gap (eV) = 9.544
- SMILES = CC[C@@H]1C[C@@H]2C(C)=C[C@@H]3CCCC[C@@H]3[C@@]2(C)C(=O)O1

Löwdin population analysis, charges in e, atoms 1 to 6: atom 1 (O): 0.1104, atom 2 (O): 0.0495, atom 3 (C): -0.1751, atom 4 (C): -0.0460, atom 5 (C): -0.1594, atom 6 (C): -0.1010


Stability ranking, top entry: entry b; the second entry is 0.1291 hartree less favorable.


Entry a
A 2-piece molecular cluster, C5H4N3O4 overall, computed with wB97M-V/def2-TZVPD.

Positions of all 16 atoms, in Å:
O (2.74, 0.00, 0.51)
O (4.78, 0.80, 0.25)
O (-0.60, -3.07, -0.75)
O (-2.55, -2.62, 0.41)
N (3.62, 0.65, -0.06)
N (-0.07, -0.36, -0.52)
N (-1.18, -0.93, -0.12)
C (0.74, 1.95, -0.75)
C (-1.24, 1.24, 0.44)
C (-1.51, -2.46, -0.17)
C (-0.01, 0.99, -0.21)
C (-1.94, 0.03, 0.41)
H (-1.53, 2.23, 0.68)
H (-2.83, -0.31, 0.75)
H (0.95, 2.97, -0.24)
H (0.64, -1.10, -0.63)

Values from the calculation:
- net charge = -1
- spin multiplicity = 1
- orbital gap (spin up / spin down) (eV) = 5.743 / 4.668

Löwdin population analysis, charges in e, atoms 1 to 6: atom 1 (O): -0.1666, atom 2 (O): -0.1233, atom 3 (O): 0.0192, atom 4 (O): 0.0458, atom 5 (N): -0.3873, atom 6 (N): 0.1329


Entry b
A 2-piece molecular cluster, C5H4N3O4 overall, computed with wB97M-V/def2-TZVPD.

Positions of all 16 atoms, in Å:
O (-1.53, 0.03, 0.90)
O (-3.07, 1.95, 0.51)
O (-2.87, -0.98, -0.46)
O (-3.25, 1.13, 2.62)
N (1.17, 0.31, 0.30)
N (-1.74, -0.60, -0.20)
N (1.84, -1.09, -1.36)
C (-2.89, 1.35, 1.51)
C (-0.75, -0.90, -0.99)
C (2.58, 0.35, 0.19)
C (2.97, -0.43, -0.88)
C (0.77, -0.62, -0.76)
H (3.29, 1.00, 0.74)
H (-1.02, -1.52, -1.76)
H (3.93, -0.77, -1.25)
H (0.58, 0.79, 0.87)

Values from the calculation:
- net charge = -1
- spin multiplicity = 1
- orbital gap (eV) = 7.605

Löwdin population analysis, charges in e, atoms 1 to 6: atom 1 (O): -0.0842, atom 2 (O): 0.1072, atom 3 (O): -0.0191, atom 4 (O): 0.0996, atom 5 (N): 0.1000, atom 6 (N): -0.4500


Stability ranking, top entry: entry b; the second entry is 0.1617 hartree less favorable.